# 1
ORCA calculation (ωB97M-V/def2-TZVPD) on 2 unconnected molecules or ions with the total composition C5H6N2 at a distorted geometry.

Properties
Energy relative to the best compared isomer or geometry (same formula, charge and spin): 4.603 eV
Max |F|: 3.15 eV Å⁻¹
DFT total energy: -8257.756 eV

Each line ends with the Löwdin charge.
Cartesian coordinates (Å):
N -2.352 1.076 -0.444  0.1074
N 1.166 0.844 -1.443  0.1752
C -1.068 -0.877 -0.127  -0.1380
C -1.567 0.454 0.307  -0.2761
C 2.076 -0.066 0.706  0.0103
C -0.584 -1.966 -0.079  0.1203
C 1.501 0.390 -0.359  -0.2969
H 0.193 0.746 -1.539  0.0182
H -2.609 2.017 -0.247  0.0474
H 2.426 -1.012 0.718  0.0260
H 2.103 0.535 1.547  0.0404
H -1.079 0.788 1.260  0.1274
H -0.206 -2.929 -0.301  0.0383

Forces on atoms 1 to 6 (eV/Å):
N -0.150 -0.604 -1.130
N 1.115 0.169 0.696
C -1.116 1.600 1.574
C 1.187 -0.821 0.051
C -1.013 1.744 -0.768
C 0.076 -0.883 -0.830

---

# 2
ORCA calculation (ωB97M-V/def2-TZVPD) on C5H6N2 in the gas phase at a distorted geometry.

Properties
Energy relative to the best compared isomer or geometry (same formula, charge and spin): 2.695 eV
Max |F|: 1.37 eV Å⁻¹
DFT total energy: -8259.664 eV

Each line ends with the Löwdin charge.
Cartesian coordinates (Å):
N 0.020 1.094 -0.572  0.0232
N 2.626 -0.499 1.492  0.1548
C -0.139 -0.336 -0.959  -0.2283
C 1.934 -0.239 0.598  -0.1705
C -0.971 -0.699 0.258  -0.1125
C 1.185 0.150 -0.582  -0.2360
C -1.007 0.812 0.504  -0.1493
H -0.874 1.197 1.521  0.1105
H -0.388 -0.569 -1.986  0.1380
H -1.919 1.252 0.090  0.1133
H 1.853 0.300 -1.431  0.1463
H -0.408 -1.255 1.014  0.1039
H -1.913 -1.209 0.054  0.1065

Forces on atoms 1 to 6 (eV/Å):
N 0.238 0.138 -0.268
N -0.938 0.241 -0.968
C -0.252 -0.564 -0.247
C 0.561 -0.215 0.905
C -0.092 -0.197 0.038
C 0.108 0.228 0.145

---

# 3
ORCA calculation (ωB97M-V/def2-TZVPD) on C5H6N2O in the gas phase at a distorted geometry.

Properties
Energy relative to the best compared isomer or geometry (same formula, charge and spin): 1.055 eV
Max |F|: 7.38 eV Å⁻¹
DFT total energy: -10308.548 eV

Each line ends with the Löwdin charge.
Cartesian coordinates (Å):
O -0.446 2.323 -1.214  0.0885
N 0.527 0.968 1.394  0.1131
N 0.702 -0.750 0.109  0.0671
C -0.622 1.157 -0.871  -0.3269
C 0.187 0.600 0.282  -0.2860
C 1.228 -0.034 2.023  -0.1777
C -1.657 0.267 -1.542  -0.0031
C 1.394 -1.111 1.283  -0.1014
H 1.888 -2.086 1.366  0.1190
H -1.085 -0.319 -2.125  0.0303
H 0.646 -1.486 -0.631  0.1544
H -2.275 0.796 -2.237  0.0856
H -2.163 -0.488 -0.914  0.1038
H 1.676 0.162 3.079  0.1332

Forces on atoms 1 to 6 (eV/Å):
O -0.288 -1.875 0.368
N 0.926 2.569 4.644
N 0.101 -1.613 -0.795
C -0.378 2.546 0.562
C -0.266 -5.294 -5.130
C 1.633 2.272 4.697

---

# 4
ORCA calculation (ωB97M-V/def2-TZVPD) on C5H6N2O in the gas phase at a distorted geometry.

Properties
Energy relative to the best compared isomer or geometry (same formula, charge and spin): 5.088 eV
Max |F|: 5.58 eV Å⁻¹
DFT total energy: -10304.515 eV

Each line ends with the Löwdin charge.
Cartesian coordinates (Å):
O -1.517 -1.969 0.096  0.0558
N 3.082 -0.616 -0.292  0.0503
N -1.765 0.462 0.016  0.0475
C -0.901 1.545 0.001  -0.1830
C -1.136 -0.708 -0.079  -0.1415
C 1.918 -0.909 0.026  -0.3684
C 0.860 -0.028 0.263  0.0091
C 0.459 1.321 0.130  -0.1170
H -2.702 0.699 0.031  0.1263
H -2.473 -2.237 0.017  0.1425
H 1.141 2.087 0.033  0.0815
H 3.639 -1.472 -0.337  0.0393
H -1.334 2.598 -0.196  0.1301
H 1.700 -2.042 0.066  0.1275

Forces on atoms 1 to 6 (eV/Å):
O -1.375 -0.118 -0.233
N 2.977 1.065 -0.352
N 2.980 -1.432 -0.523
C 0.567 3.501 -0.004
C 4.181 0.998 1.401
C -1.896 -3.636 -0.266

---

# 5
ORCA calculation (ωB97M-V/def2-TZVPD) on C5H6N2O in the gas phase at a distorted geometry.

Properties
Energy relative to the best compared isomer or geometry (same formula, charge and spin): 2.283 eV
Max |F|: 3.76 eV Å⁻¹
DFT total energy: -10307.321 eV

Each line ends with the Löwdin charge.
Cartesian coordinates (Å):
O 2.385 -0.963 0.442  -0.0727
N -1.065 -1.556 -0.231  0.0787
N -0.407 0.539 -0.211  -0.0615
C 1.476 -0.348 -0.494  -0.1918
C 0.986 1.126 -0.083  0.0242
C -1.718 0.600 0.222  -0.0515
C -0.073 -0.702 -0.445  -0.2947
C -2.166 -0.764 0.105  -0.1282
H 1.131 1.928 -0.844  0.1194
H 1.991 -0.527 -1.402  0.1209
H 1.794 -1.300 1.240  0.1586
H -3.266 -0.966 0.120  0.1038
H -2.249 1.409 0.704  0.0937
H 1.182 1.526 0.877  0.1011

Forces on atoms 1 to 6 (eV/Å):
O -3.038 -0.762 2.084
N -0.463 -0.378 -0.801
N -0.677 3.048 1.567
C -0.305 -0.591 2.232
C -1.407 -0.660 -2.867
C -0.506 -2.374 -0.279

---

# 6
ORCA calculation (ωB97M-V/def2-TZVPD) on a molecular structure, C5H6N2O at a distorted geometry.

Properties
Energy relative to the best compared isomer or geometry (same formula, charge and spin): 1.400 eV
Max |F|: 3.68 eV Å⁻¹
DFT total energy: -10308.204 eV

Each line ends with the Löwdin charge.
Cartesian coordinates (Å):
O -1.327 -1.122 0.009  0.1262
N 1.107 -1.219 -0.130  0.0762
N -1.451 1.167 0.115  0.1545
C -2.070 0.071 0.033  -0.1926
C 2.093 -0.102 0.176  -0.1425
C 1.271 1.203 -0.135  -0.1109
C -0.125 -0.569 -0.105  -0.3507
C -0.141 0.761 -0.045  -0.2407
H -3.151 -0.101 -0.029  0.1340
H 1.567 1.564 -1.120  0.1031
H 1.289 -2.075 0.295  0.0979
H 3.016 -0.251 -0.448  0.1126
H 2.537 0.033 1.215  0.1200
H 1.603 1.981 0.580  0.1130

Forces on atoms 1 to 6 (eV/Å):
O -0.503 1.508 -0.790
N 0.693 2.692 -0.528
N 0.564 0.731 -0.954
C -3.200 -1.682 0.695
C 0.590 0.020 -0.228
C 1.604 1.156 0.440

---

# 7
ORCA calculation (ωB97M-V/def2-TZVPD) on a molecular structure, C5H6N2O at a distorted geometry.

Properties
Energy relative to the best compared isomer or geometry (same formula, charge and spin): 4.389 eV
Max |F|: 3.87 eV Å⁻¹
DFT total energy: -10305.214 eV

Each line ends with the Löwdin charge.
Cartesian coordinates (Å):
O -1.960 -1.162 1.129  0.0204
N 1.612 1.316 0.103  0.0839
N -2.647 0.310 -0.424  0.1329
C 0.204 1.492 0.353  -0.1494
C -0.424 0.350 0.175  -0.0024
C -1.707 -0.202 0.401  -0.6031
C 1.618 0.097 -0.065  -0.1149
C 2.325 -1.217 -0.199  -0.0127
H -2.411 1.088 -1.109  0.1339
H 1.543 -1.905 0.279  0.1287
H -0.238 2.344 0.916  0.1161
H 2.419 -1.519 -1.247  0.0891
H -3.630 0.017 -0.444  0.1161
H 3.296 -1.011 0.135  0.0614

Forces on atoms 1 to 6 (eV/Å):
O 0.483 0.623 0.035
N 0.845 0.734 0.221
N -1.166 2.361 -2.269
C -0.956 1.306 1.423
C 3.656 -1.027 -0.724
C -1.642 -1.692 0.142

---

# 8
ORCA calculation (ωB97M-V/def2-TZVPD) on C5H6N2O in the gas phase at a distorted geometry.

Properties
Energy relative to the best compared isomer or geometry (same formula, charge and spin): 6.466 eV
Max |F|: 7.43 eV Å⁻¹
DFT total energy: -10303.137 eV

Each line ends with the Löwdin charge.
Cartesian coordinates (Å):
O -2.885 -0.595 -0.274  -0.0428
N -0.280 -0.960 -0.837  0.0876
N -0.806 0.389 -0.254  -0.1660
C 0.289 1.379 -0.002  -0.0652
C -2.242 0.519 -0.145  -0.1964
C 1.562 0.814 -0.290  -0.0690
C 0.433 -1.442 0.511  -0.1253
C 1.297 -0.689 -0.442  -0.2862
H -0.331 2.272 0.392  0.1329
H 0.676 -2.485 0.980  0.1213
H 2.750 1.156 -0.189  0.1548
H -0.118 -0.564 1.315  0.1814
H 2.225 -1.252 -0.996  0.1663
H -2.570 1.458 0.231  0.1065

Forces on atoms 1 to 6 (eV/Å):
O 1.695 5.434 0.398
N 2.277 1.464 3.260
N 0.416 0.247 -1.581
C -0.782 -1.722 -0.845
C 1.729 -7.200 -0.579
C -1.231 0.637 1.793

---

# 9
ORCA calculation (ωB97M-V/def2-TZVPD) on a molecular structure, C5H6N2O at a distorted geometry.

Properties
Energy relative to the best compared isomer or geometry (same formula, charge and spin): 5.999 eV
Max |F|: 5.62 eV Å⁻¹
DFT total energy: -10303.605 eV

Each line ends with the Löwdin charge.
Cartesian coordinates (Å):
O -2.516 -0.949 -0.395  0.0846
N 1.495 0.817 -0.099  0.0440
N 1.949 -0.628 -0.013  0.0173
C -1.527 -0.352 0.047  -0.3840
C 1.066 -1.505 -0.127  -0.1117
C 0.123 0.484 -0.499  -0.3579
C -0.157 -0.760 0.286  -0.2112
C -1.066 1.109 0.236  -0.0434
H 0.164 -0.423 1.287  0.1525
H -1.959 1.955 0.248  0.1740
H -0.879 0.969 1.389  0.1432
H 1.330 -2.509 0.296  0.1361
H 2.021 1.149 -0.999  0.1527
H -0.044 0.643 -1.657  0.2038

Forces on atoms 1 to 6 (eV/Å):
O 2.229 1.755 1.076
N 0.395 -2.778 -2.612
N 4.809 1.935 -1.630
C -4.879 -1.980 -0.860
C -1.122 -1.682 2.948
C 0.428 5.209 -1.240

---

# 10
ORCA calculation (ωB97M-V/def2-TZVPD) on C5H6N2O in the gas phase at a distorted geometry.

Properties
Energy relative to the best compared isomer or geometry (same formula, charge and spin): 3.085 eV
Max |F|: 4.65 eV Å⁻¹
DFT total energy: -10306.518 eV

Each line ends with the Löwdin charge.
Cartesian coordinates (Å):
O 1.060 2.303 -0.201  0.0858
N -1.430 -0.831 -0.216  0.0901
N -0.860 1.265 0.488  0.0929
C 0.514 1.231 0.049  -0.3596
C 1.316 -1.488 -0.328  0.0004
C 0.013 -0.896 -0.588  -0.2997
C 0.824 -0.180 0.420  -0.1472
C -1.719 0.305 0.240  -0.2861
H -1.211 2.198 0.787  0.1739
H -2.794 0.593 0.273  0.1420
H 1.367 -2.338 0.369  0.1105
H 2.117 -1.324 -1.166  0.1451
H 0.656 -0.433 1.397  0.1126
H 0.146 -0.405 -1.525  0.1390

Forces on atoms 1 to 6 (eV/Å):
O -0.441 -2.550 -0.237
N 0.680 -3.044 -1.436
N 1.641 4.336 0.292
C 0.461 2.382 2.471
C 1.830 0.647 -0.143
C -2.776 1.258 0.560

---

# 11
ORCA calculation (ωB97M-V/def2-TZVPD) on a molecular structure, C5H6N2O at a distorted geometry.

Properties
Energy relative to the best compared isomer or geometry (same formula, charge and spin): 3.052 eV
Max |F|: 6.91 eV Å⁻¹
DFT total energy: -10306.551 eV

Each line ends with the Löwdin charge.
Cartesian coordinates (Å):
O -0.894 -0.716 -0.267  -0.0459
N 1.340 -1.093 0.189  0.1424
N 0.739 1.015 -0.123  0.1089
C -3.084 0.051 -0.113  -0.0443
C 0.429 -0.208 -0.092  -0.4962
C 2.481 -0.333 -0.033  -0.1146
C -1.811 0.382 0.120  -0.1967
C 2.096 0.942 -0.166  -0.1480
H -3.879 0.806 0.598  0.1345
H -1.202 1.282 0.514  0.1281
H 2.600 1.902 -0.158  0.1083
H -3.386 -1.073 -0.522  0.1201
H 3.489 -0.929 0.072  0.1455
H 1.082 -2.027 -0.020  0.1579

Forces on atoms 1 to 6 (eV/Å):
O 1.373 3.203 1.176
N 0.846 0.355 -1.156
N -0.209 1.164 -1.087
C -2.315 0.459 2.632
C -6.752 -1.413 0.471
C 4.768 -3.051 0.968

---

# 12
ORCA calculation (ωB97M-V/def2-TZVPD) on 2 unconnected molecules or ions with the total composition C5H6N2O2 at a distorted geometry.

Properties
Energy relative to the best compared isomer or geometry (same formula, charge and spin): 6.082 eV
Max |F|: 4.49 eV Å⁻¹
DFT total energy: -12351.539 eV

Each line ends with the Löwdin charge.
Cartesian coordinates (Å):
O -1.092 -1.744 0.235  0.0078
O -0.234 -0.001 -2.393  0.0495
N 0.674 -1.396 1.326  -0.0167
N -0.284 -0.849 2.106  0.1200
C 0.176 0.831 -1.436  -0.3223
C 1.084 1.177 -0.557  -0.0353
C -0.038 2.137 -0.650  -0.0631
C 0.267 -1.899 0.215  -0.0990
C -1.330 -1.075 1.347  -0.2049
H -2.389 -1.049 1.668  0.1476
H 1.973 1.009 0.009  0.0829
H 0.442 -0.772 -2.435  0.1587
H -0.073 3.038 -1.101  0.0422
H -0.747 2.025 0.095  0.0458
H 1.571 -1.433 1.571  0.0871

Forces on atoms 1 to 6 (eV/Å):
O 1.135 0.353 -0.066
O 1.329 -1.444 0.084
N -3.223 0.259 -0.702
N -2.254 0.169 -0.531
C 1.695 1.059 1.201
C 0.005 -0.747 -1.074